{
  "formula": "C7H11P",
  "method": "ωB97M-V with the def2-TZVPD basis set",
  "largest_force_ha_per_bohr": 0.065,
  "spin_multiplicity": 1,
  "charge": 0,
  "gap_ev": 7.79,
  "lumo_ev": 0.882,
  "energy_ha": -614.599417,
  "symbols": ["C", "P", "C", "C", "C", "C", "C", "C", "H", "H", "H", "H", "H", "H", "H", "H", "H", "H", "H"],
  "coordinates": [[1.9539, 1.3411, -0.3687], [0.3985, 0.1925, -0.3315], [0.5261, -0.5014, -2.0125], [0.5454, -0.9605, 0.9943], [-0.5351, -1.1424, 1.9064], [-1.7606, -0.5505, 1.7566], [-2.0724, 0.4426, 0.8195], [-1.1571, 0.8774, -0.1921], [1.8083, 2.3769, -0.6720], [2.3872, 1.3532, 0.5548], [2.6159, 0.8953, -1.1007], [-0.2494, -0.1397, -2.6350], [1.5572, -0.3094, -2.3749], [0.3043, -1.5293, -1.8823], [1.4273, -1.6536, 0.9385], [-0.5333, -2.0018, 2.5291], [-2.5388, -0.7298, 2.4060], [-3.1013, 0.6764, 0.7060], [-1.5761, 1.3629, -1.0413]],
  "forces_ev_per_a": [[-2.1, -0.7, -2.3], [1.3, 0.7, 0.5], [1.6, 0.3, 0.9], [-0.2, -0.3, 0.2], [1.4, -0.3, -2.7], [0.0, 2.3, -0.7], [2.8, -0.9, -1.7], [-1.9, -0.7, 1.9], [-0.5, 0.0, -0.1], [1.1, -0.1, 2.6], [0.4, -0.1, 0.0], [-0.6, 0.8, -0.7], [-0.9, -0.4, -0.3], [0.2, -1.3, -0.1], [-1.0, 0.8, 0.4], [0.5, -0.5, 0.9], [-1.4, -0.9, 1.6], [-0.7, 0.6, 0.0], [-0.1, 0.7, -0.5]],
  "nbo_charge": [-0.92, 1.51, -0.97, -0.75, -0.12, -0.38, -0.09, -0.78, 0.24, 0.23, 0.21, 0.25, 0.23, 0.25, 0.23, 0.21, 0.20, 0.20, 0.23]
}

{
  "formula": "C46H56BrClIN8NaO2P2Se",
  "method": "ωB97M-V with the def2-TZVPD basis set",
  "largest_force_ha_per_bohr": 0.026,
  "spin_multiplicity": 1,
  "charge": -2,
  "gap_ev": [5.77, 3.78],
  "lumo_ev": [3.283, 3.266],
  "energy_ha": -8953.383649,
  "symbols": ["Na", "O", "C", "C", "C", "C", "C", "C", "C", "O", "N", "N", "C", "C", "Br", "C", "C", "C", "C", "C", "C", "C", "H", "H", "H", "H", "H", "H", "H", "H", "H", "H", "H", "H", "H", "H", "C", "P", "C", "N", "C", "C", "C", "C", "C", "C", "N", "C", "P", "C", "C", "C", "C", "C", "C", "C", "C", "C", "H", "H", "H", "H", "H", "H", "H", "H", "H", "H", "H", "H", "H", "H", "H", "H", "H", "H", "H", "H", "H", "H", "H", "H", "H", "H", "H", "H", "I", "Cl", "C", "N", "C", "C", "N", "C", "H", "H", "H", "H", "H", "H", "C", "N", "C", "Se", "N", "C", "C", "C", "C", "C", "C", "H", "H", "H", "H", "H", "H", "H", "H"],
  "coordinates": [[0.5798, 0.3763, -0.8854], [-3.5325, -1.5144, -4.0574], [-3.8797, -0.6714, -3.0159], [-4.9025, 0.1593, -3.1675], [-5.2972, 1.2184, -2.1834], [-4.5754, 0.0183, -0.0982], [-3.8786, -1.0160, -0.5515], [-3.0395, -0.7111, -1.7601], [-1.6241, -1.3663, -1.8989], [-0.7576, -0.4002, -2.1017], [-1.3075, -2.1619, -0.6295], [-0.0099, -2.3016, -0.3673], [0.4259, -3.3952, 0.1343], [1.8156, -3.5421, 0.5693], [2.8135, -1.9368, 0.7321], [2.4246, -4.6816, 0.9148], [1.9541, -6.0642, 0.7024], [2.5250, -7.0804, 1.4727], [2.1351, -8.4028, 1.3311], [1.1699, -8.7495, 0.3952], [0.6282, -7.7598, -0.4126], [1.0180, -6.4358, -0.2661], [-2.6859, -1.1844, -4.3981], [-5.4244, 0.1594, -4.1177], [-5.1564, 2.1830, -2.6862], [-5.1665, 0.0139, 0.8114], [-3.8642, -1.9849, -0.0661], [-1.6188, -2.1226, -2.7077], [-1.8436, -3.0286, -0.5620], [-0.2439, -4.2365, 0.3239], [3.3899, -4.5926, 1.3988], [3.2808, -6.8170, 2.2037], [2.5870, -9.1657, 1.9532], [0.8561, -9.7800, 0.2855], [-0.0990, -8.0189, -1.1724], [0.6210, -5.6900, -0.9406], [0.1695, 3.0912, 2.2826], [0.5967, 1.3710, 1.7688], [2.3710, 1.2426, 2.3055], [2.6127, 0.8323, 3.5656], [3.9163, 0.5689, 3.8893], [4.2241, 0.0018, 5.1335], [5.5355, -0.3038, 5.4811], [6.5709, -0.0237, 4.5928], [6.2924, 0.5486, 3.3585], [4.9723, 0.8385, 2.9728], [4.7194, 1.3430, 1.7341], [3.4094, 1.4908, 1.3898], [3.0460, 1.8620, -0.3817], [4.4922, 0.9946, -1.1394], [3.5918, 3.6516, -0.6250], [5.0601, 3.9024, -0.2837], [2.7015, 4.5310, 0.2511], [3.3205, 3.9922, -2.0947], [-0.4035, 0.4108, 3.0516], [-1.8368, 0.4161, 2.5016], [-0.3881, 1.0022, 4.4618], [0.0830, -1.0378, 3.0942], [0.7286, 3.3812, 3.1734], [-0.9015, 3.1513, 2.4736], [0.3761, 3.7789, 1.4682], [3.4011, -0.2066, 5.8082], [5.7507, -0.7645, 6.4388], [7.5944, -0.2635, 4.8601], [7.0827, 0.7637, 2.6480], [5.3984, 1.2159, -0.5802], [4.5937, 1.2716, -2.1902], [4.3019, -0.0785, -1.0907], [5.3189, 3.4764, 0.6863], [5.2508, 4.9825, -0.2583], [5.7250, 3.4638, -1.0314], [2.7683, 4.2390, 1.3013], [1.6573, 4.4636, -0.0624], [3.0127, 5.5781, 0.1651], [3.9581, 3.4074, -2.7644], [3.5216, 5.0532, -2.2808], [2.2779, 3.7948, -2.3561], [-2.2365, 1.4257, 2.3781], [-2.4956, -0.1285, 3.1889], [-1.8869, -0.0730, 1.5260], [-0.9124, 1.9597, 4.5003], [0.6334, 1.1374, 4.8110], [-0.9031, 0.3124, 5.1426], [0.0852, -1.4721, 2.0939], [-0.5967, -1.6305, 3.7193], [1.0890, -1.1021, 3.5074], [-2.0006, 2.0544, -4.2822], [-2.2082, 3.9621, -0.6030], [3.7446, -0.4082, -5.9496], [3.0640, -0.7060, -4.7104], [2.9422, -1.9388, -4.1077], [2.3329, -1.7077, -2.9095], [2.0927, -0.3635, -2.7560], [2.5394, 0.1978, -3.8449], [3.7561, -1.2974, -6.5767], [4.7739, -0.0926, -5.7707], [3.2198, 0.3866, -6.4772], [3.2765, -2.8428, -4.5881], [2.0365, -2.4195, -2.1569], [2.4873, 1.2535, -4.0713], [-7.4327, -0.1026, -1.7859], [-6.7226, 1.1605, -1.8252], [-4.4540, 1.2932, -0.8936], [-2.4778, 1.2176, -1.4043], [-4.8414, 2.4531, -0.1499], [-6.1470, 2.8902, -0.2121], [-6.5520, 4.0146, 0.5147], [-7.8906, 4.3455, 0.6379], [-8.8629, 3.5518, 0.0384], [-8.4704, 2.4746, -0.7450], [-7.1251, 2.1562, -0.9215], [-6.8040, -0.8813, -2.2127], [-8.3613, -0.0600, -2.3662], [-7.6891, -0.3903, -0.7591], [-4.0949, 3.1446, -0.0162], [-5.7883, 4.6057, 1.0072], [-8.1772, 5.2083, 1.2273], [-9.9146, 3.7801, 0.1605], [-9.2181, 1.8805, -1.2581]],
  "forces_ev_per_a": [[1.1, 0.5, 0.5], [0.1, 0.1, 0.0], [0.0, 0.0, 0.0], [-0.2, 0.0, 0.1], [-0.2, -0.1, 0.0], [0.0, 0.1, 0.1], [0.1, 0.0, -0.1], [0.3, 0.2, 0.2], [-0.3, 0.4, -0.1], [-0.5, -0.8, -0.9], [-0.1, -0.1, 0.0], [-0.1, 0.1, -0.3], [0.2, 0.0, 0.2], [-0.3, 0.2, -0.1], [0.0, 0.0, 0.1], [0.1, -0.4, -0.1], [0.0, 0.3, 0.1], [0.0, -0.1, 0.1], [0.0, 0.0, 0.0], [0.0, 0.0, 0.0], [0.0, 0.1, 0.0], [0.0, -0.1, -0.1], [0.0, 0.0, 0.0], [0.0, 0.0, 0.0], [0.1, 0.0, 0.0], [-0.1, 0.0, -0.1], [0.0, 0.0, 0.0], [-0.1, -0.2, 0.1], [0.0, 0.0, 0.0], [0.0, 0.0, 0.0], [0.1, 0.0, -0.1], [0.0, 0.0, 0.0], [0.0, 0.0, 0.0], [0.0, 0.0, 0.0], [0.0, 0.0, 0.0], [0.0, 0.0, 0.0], [0.0, 0.0, -0.1], [0.0, 0.1, 0.5], [0.1, -0.1, -0.1], [-0.1, 0.1, -0.1], [0.0, 0.0, 0.0], [0.1, 0.0, 0.0], [-0.1, 0.0, 0.0], [0.0, 0.0, 0.0], [0.0, -0.1, 0.1], [0.0, 0.0, -0.1], [-0.1, 0.1, -0.1], [-0.1, -0.2, 0.0], [0.5, 0.1, 0.3], [-0.1, 0.0, 0.1], [-0.1, 0.0, 0.0], [0.0, 0.0, 0.0], [0.0, 0.0, 0.0], [0.0, 0.0, 0.0], [0.1, 0.0, -0.1], [0.0, 0.0, 0.0], [0.0, 0.0, 0.0], [0.0, 0.0, 0.0], [0.0, 0.0, 0.0], [0.0, 0.0, 0.0], [0.0, 0.0, 0.0], [0.0, 0.0, 0.0], [0.0, 0.0, 0.0], [0.0, 0.0, 0.0], [0.0, 0.0, 0.0], [0.0, 0.0, 0.0], [0.0, 0.0, 0.0], [0.0, 0.0, -0.1], [0.0, 0.0, 0.0], [0.0, 0.0, 0.0], [0.0, 0.0, 0.0], [0.0, 0.0, 0.0], [0.0, 0.0, 0.0], [0.0, 0.0, 0.0], [0.0, 0.0, 0.0], [0.0, 0.0, 0.0], [0.0, 0.0, 0.0], [0.0, 0.0, 0.0], [0.0, 0.0, 0.0], [0.0, 0.0, 0.0], [0.0, 0.0, 0.0], [0.0, 0.0, 0.0], [0.0, 0.0, 0.0], [0.0, 0.0, 0.0], [0.0, 0.0, 0.0], [0.0, 0.0, 0.0], [0.0, 0.0, -0.2], [0.0, 0.3, 0.2], [0.0, 0.0, 0.0], [0.1, 0.0, 0.0], [0.0, 0.0, 0.0], [0.0, 0.1, -0.1], [0.1, -0.3, 0.0], [-0.1, 0.1, 0.0], [0.0, 0.0, 0.0], [0.0, 0.0, 0.0], [0.0, 0.0, 0.0], [0.0, 0.0, 0.0], [0.0, 0.0, 0.0], [0.0, 0.0, 0.0], [0.0, 0.0, 0.0], [0.0, -0.1, 0.1], [0.1, -0.2, 0.0], [-0.6, -0.5, 0.2], [0.1, 0.1, 0.0], [0.0, -0.2, 0.1], [0.0, 0.1, 0.0], [0.0, -0.1, 0.0], [0.0, 0.0, 0.0], [0.0, 0.0, 0.0], [0.0, 0.1, -0.2], [0.0, 0.0, 0.0], [0.0, 0.0, 0.0], [0.0, 0.0, 0.0], [0.0, 0.1, -0.1], [0.0, 0.0, 0.0], [0.0, 0.0, 0.0], [0.0, 0.0, 0.0], [0.0, 0.0, 0.0]],
  "mulliken_charge": [1.00, -0.69, 0.72, -1.98, 0.45, -0.98, -1.77, 1.54, -0.60, -0.78, -0.06, 0.27, -1.01, 0.26, -0.16, -0.97, 0.65, -0.55, -0.51, -0.37, -0.71, -0.25, 0.42, 0.27, 0.28, 0.67, 0.35, 0.31, 0.33, 0.67, 0.34, 0.36, 0.35, 0.37, 0.37, 0.53, -1.45, 1.67, -0.50, 0.05, 0.03, -0.38, -0.61, -0.52, -0.46, 0.00, -0.06, -0.55, 1.23, -1.54, 1.51, -1.92, -1.90, -1.78, 2.47, -2.08, -2.02, -1.87, 0.28, 0.50, 0.05, 0.38, 0.36, 0.34, 0.40, 0.58, 0.29, 0.23, 0.34, 0.51, 0.29, 0.33, 0.30, 0.56, 0.31, 0.47, 0.33, 0.31, 0.66, 0.10, 0.35, 0.21, 0.56, 0.01, 0.60, 0.23, -0.34, -0.75, -0.91, 0.25, -0.83, -0.38, 0.69, -0.99, 0.30, 0.31, 0.34, 0.42, 0.19, 0.59, -1.20, 0.17, 0.91, 0.17, 0.06, -0.13, -0.50, -0.53, -0.60, -0.45, 0.50, 0.44, 0.29, 0.34, -0.10, 0.43, 0.36, 0.37, 0.29]
}